{"formula": "C4H8BNO3", "method": "the ωB97M-V functional and the def2-TZVPD basis", "elements": ["O", "C", "N", "C", "C", "C", "B", "O", "O", "H", "H", "H", "H", "H", "H", "H", "H"], "positions_angstrom": [[0.579, -2.231, 1.124], [0.704, -1.207, 0.578], [1.859, -0.405, 0.778], [1.862, 0.757, -0.121], [0.468, 0.760, -0.766], [-0.217, -0.571, -0.453], [-1.722, -0.318, -0.031], [-2.695, -1.087, -0.641], [-2.127, 0.656, 0.843], [1.819, -0.078, 1.735], [1.892, 1.626, 0.513], [2.694, 0.802, -0.794], [0.427, 1.043, -1.801], [-0.077, 1.555, -0.281], [-0.272, -1.262, -1.284], [-3.245, -0.489, -1.165], [-1.948, 0.449, 1.766]], "nbo_charge": [-0.546, 0.714, -0.643, -0.220, -0.404, -0.720, 1.201, -0.909, -0.939, 0.384, 0.186, 0.195, 0.218, 0.212, 0.262, 0.497, 0.511], "multiplicity": 1, "total_energy_ev": -12588.813, "smiles": "O=C1NCC[C@@H]1B(O)O"}



{"formula": "C4H8BiO3", "method": "the ωB97M-V functional and the def2-TZVPD basis", "elements": ["O", "Bi", "O", "C", "C", "O", "H", "H", "H", "H", "C", "C", "H", "H", "H", "H"], "positions_angstrom": [[1.589, 1.393, -0.039], [0.336, 0.861, 1.449], [-1.042, 0.559, 0.043], [-1.525, -0.743, 0.270], [-1.222, -1.310, 1.664], [-0.188, -0.722, 2.392], [-1.078, -1.424, -0.483], [-2.623, -0.733, 0.129], [-0.989, -2.388, 1.533], [-2.158, -1.193, 2.255], [2.019, 0.510, -1.067], [0.883, 1.342, -1.526], [1.866, -0.573, -1.026], [3.003, 0.784, -1.460], [1.149, 1.683, -2.534], [-0.018, 1.953, -1.600]], "nbo_charge": [-0.665, 2.050, -0.865, -0.126, -0.137, -0.836, 0.169, 0.215, 0.204, 0.195, -0.088, -0.106, 0.216, 0.243, 0.225, 0.306], "multiplicity": 1, "total_energy_ev": -16246.079, "total_charge": 1}



{"formula": "C4H8BiO3", "method": "the ωB97M-V functional and the def2-TZVPD basis", "elements": ["O", "C", "Bi", "O", "C", "H", "H", "C", "H", "H", "O", "C", "H", "H", "H", "H"], "positions_angstrom": [[-1.978, 1.280, -0.117], [-1.038, 0.428, -0.073], [2.035, 0.161, -0.243], [0.095, 0.617, -0.471], [-3.384, 0.849, -0.017], [-3.771, 1.403, 0.845], [-3.839, 1.161, -0.963], [-3.440, -0.652, 0.180], [-3.397, -0.981, -0.875], [-3.017, -1.779, 0.317], [3.868, 0.351, -0.069], [5.043, -0.377, 0.028], [5.078, -0.998, 0.945], [5.191, -1.060, -0.831], [5.923, 0.293, 0.062], [-3.371, -0.697, 1.282]], "nbo_charge": [-0.458, 0.688, 2.285, -0.863, -0.031, 0.256, 0.260, -0.992, 0.434, 0.507, -0.912, -0.295, 0.224, 0.221, 0.237, 0.438], "multiplicity": 2, "s_squared": 0.759, "total_energy_ev": -16230.713, "total_charge": 2}



{"formula": "C4H8Br2O", "method": "the ωB97M-V functional and the def2-TZVPD basis", "elements": ["C", "C", "C", "C", "O", "Br", "Br", "H", "H", "H", "H", "H", "H", "H", "H"], "positions_angstrom": [[-0.310, -0.226, 2.551], [0.523, -0.312, -2.404], [-0.369, -0.554, 0.966], [0.195, 0.874, -1.497], [0.647, 0.158, 0.352], [1.561, 2.138, -1.368], [-1.635, 1.407, -1.395], [-1.219, 0.148, 3.083], [0.090, -0.967, 3.222], [0.373, 0.686, 2.722], [-0.259, -1.124, -2.117], [0.392, 0.180, -3.328], [1.530, -0.538, -2.117], [-1.375, -0.262, 0.554], [-0.145, -1.608, 0.776]], "nbo_charge": [-0.649, -0.698, -0.084, 0.024, -0.619, 0.180, 0.153, 0.208, 0.208, 0.223, 0.245, 0.234, 0.253, 0.165, 0.157], "multiplicity": 1, "total_energy_ev": -146406.804}



{"formula": "C4H8Br2O", "method": "the ωB97M-V functional and the def2-TZVPD basis", "elements": ["C", "C", "C", "C", "O", "Br", "Br", "H", "H", "H", "H", "H", "H", "H", "H"], "positions_angstrom": [[-1.966, 0.493, -1.617], [2.406, -0.400, 0.648], [-1.277, 0.115, -0.312], [1.087, -0.328, 1.319], [-0.085, -0.418, -0.492], [-1.396, 1.974, 0.860], [0.740, -1.832, 2.259], [-3.025, 0.735, -1.588], [-1.846, -0.497, -2.088], [-1.458, 1.375, -2.040], [2.336, 0.283, -0.291], [2.593, -1.393, 0.229], [3.246, -0.156, 1.262], [-2.058, -0.461, 0.119], [0.704, 0.510, 1.732]], "nbo_charge": [-0.659, -0.719, 0.245, 0.100, -0.637, -0.321, 0.196, 0.223, 0.222, 0.224, 0.269, 0.243, 0.254, 0.149, 0.211], "multiplicity": 1, "total_energy_ev": -146407.028}



{"formula": "C4H8BrClN", "method": "the ωB97M-V functional and the def2-TZVPD basis", "elements": ["C", "C", "C", "C", "N", "Cl", "Br", "H", "H", "H", "H", "H", "H", "H", "H"], "positions_angstrom": [[-0.621, -0.152, 1.691], [0.082, 0.687, 2.530], [1.224, -0.221, -0.198], [-0.158, -0.466, 0.376], [-1.048, -0.923, -0.445], [-0.327, 1.047, 4.170], [-1.782, 2.605, -1.818], [-1.585, -0.625, 2.088], [0.933, 1.197, 2.091], [1.336, 0.781, 0.047], [2.012, -0.609, 0.325], [1.105, -0.467, -1.194], [-1.419, 3.943, -1.428], [-2.016, -1.279, -0.259], [-0.759, -1.240, -1.428]], "nbo_charge": [-0.001, -0.230, -0.627, 0.217, -0.623, 0.211, -0.228, 0.242, 0.214, 0.242, 0.258, 0.231, 0.229, 0.438, 0.427], "multiplicity": 3, "s_squared": 2.009, "total_energy_ev": -88321.897, "total_charge": 1}